{
  "formula": "C45H97I2N3O10PS",
  "method": "ωB97M-V/def2-TZVPD",
  "symbols": ["C", "C", "C", "P", "C", "C", "C", "C", "S", "C", "N", "N", "C", "O", "O", "C", "N", "C", "C", "C", "C", "C", "I", "C", "C", "I", "O", "H", "H", "H", "H", "H", "H", "H", "H", "H", "H", "H", "H", "H", "H", "H", "H", "H", "H", "H", "H", "H", "H", "H", "H", "H", "H", "H", "C", "C", "O", "C", "C", "H", "H", "H", "H", "H", "H", "H", "H", "H", "H", "C", "C", "O", "C", "C", "H", "H", "H", "H", "H", "H", "H", "H", "H", "H", "C", "C", "O", "C", "C", "H", "H", "H", "H", "H", "H", "H", "H", "H", "H", "C", "C", "O", "C", "C", "H", "H", "H", "H", "H", "H", "H", "H", "H", "H", "C", "C", "O", "C", "C", "H", "H", "H", "H", "H", "H", "H", "H", "H", "H", "C", "C", "O", "C", "C", "H", "H", "H", "H", "H", "H", "H", "H", "H", "H", "C", "C", "O", "C", "C", "H", "H", "H", "H", "H", "H", "H", "H", "H", "H"],
  "xyz": [[6.3080, 5.7445, -1.2989], [5.5607, 6.8382, -1.3749], [4.4093, 7.9890, -1.3068], [3.0997, 7.8166, -2.7320], [3.9084, 9.0810, -3.9063], [4.8576, 8.4609, -5.0520], [6.3981, 8.2122, -4.5338], [6.9653, 6.7518, -4.9017], [8.8561, 6.8986, -4.8222], [9.3841, 5.3817, -3.9029], [9.2449, 4.1622, -4.7133], [9.7121, 3.1786, -3.8845], [10.1197, 3.7494, -2.5991], [9.8918, 5.1883, -2.5837], [3.8023, 6.3768, -3.3874], [3.0129, 5.1673, -3.0291], [1.9930, 5.1081, -4.1108], [2.5741, 4.8539, -5.4594], [3.1062, 3.3108, -5.6384], [1.8912, 2.2458, -5.5858], [2.4269, 5.5800, -1.5398], [1.4442, 4.3906, -1.0770], [1.7393, 2.3829, -1.9652], [0.3928, 4.4706, -0.1091], [-0.5641, 3.2028, 0.2867], [-0.0164, 6.3277, 0.9412], [1.9133, 6.9096, -1.7722], [6.7693, 4.6926, -1.1605], [4.9493, 8.9952, -1.4244], [3.8955, 8.0197, -0.2590], [2.5404, 9.0119, -2.0921], [1.9734, 7.9111, -3.6685], [4.5285, 9.9118, -3.3637], [3.0663, 9.6686, -4.4633], [4.9642, 9.2910, -5.8698], [4.4229, 7.5480, -5.6062], [6.4444, 8.4862, -3.4191], [7.0943, 8.9785, -5.0759], [6.5991, 5.9017, -4.2221], [6.7479, 6.4466, -6.0034], [10.5531, 3.0882, -1.7627], [3.8507, 4.3680, -3.0135], [1.3325, 5.8979, -4.0912], [3.3556, 5.6209, -5.8101], [1.6864, 4.9380, -6.2153], [3.9396, 3.1032, -4.8539], [3.5415, 3.2812, -6.7215], [2.2632, 1.3486, -4.9477], [1.0188, 2.7468, -4.9979], [1.5352, 1.8664, -6.6087], [3.2003, 5.5942, -0.6643], [-1.5298, 3.6667, 0.7497], [-0.0494, 2.4996, 1.0383], [-0.9420, 2.6376, -0.6611], [5.5325, -0.3414, 2.5507], [4.5963, -0.3706, 1.3534], [4.1565, 0.9179, 0.9455], [5.1699, 1.8355, 0.5466], [5.9946, 1.3505, -0.6333], [5.0496, 0.1506, 3.4016], [5.8095, -1.3585, 2.8425], [6.4520, 0.2059, 2.3360], [3.6994, -0.9349, 1.6228], [5.0517, -0.8995, 0.5103], [5.8094, 2.0854, 1.3999], [4.6591, 2.7610, 0.2630], [6.5344, 0.4291, -0.4047], [6.7292, 2.1076, -0.9205], [5.3486, 1.1464, -1.4924], [-3.5543, -1.5280, 3.1209], [-2.6934, -0.5917, 2.2887], [-1.8284, 0.2266, 3.0667], [-0.8803, -0.4513, 3.8817], [0.0756, -1.3314, 3.0945], [-4.1582, -0.9584, 3.8352], [-4.2229, -2.1055, 2.4760], [-2.9515, -2.2349, 3.6941], [-3.3474, 0.0859, 1.7336], [-2.1182, -1.1462, 1.5410], [-1.3939, -1.0246, 4.6609], [-0.3038, 0.3225, 4.3979], [-0.4465, -2.1289, 2.5619], [0.8040, -1.7957, 3.7647], [0.6143, -0.7386, 2.3490], [-7.1370, -6.7580, 2.2678], [-6.2762, -5.8211, 1.4362], [-5.4116, -5.0033, 2.2151], [-4.4633, -5.6833, 3.0303], [-3.5081, -6.5626, 2.2417], [-7.7412, -6.1889, 2.9822], [-7.8053, -7.3350, 1.6224], [-6.5346, -7.4652, 2.8405], [-6.9302, -5.1431, 0.8814], [-5.7008, -6.3750, 0.6881], [-4.9775, -6.2572, 3.8084], [-3.8860, -4.9109, 3.5479], [-4.0307, -7.3587, 1.7077], [-2.7802, -7.0286, 2.9111], [-2.9689, -5.9689, 1.4973], [-9.1139, -11.2843, 3.1136], [-7.8039, -11.1028, 3.8628], [-7.6597, -9.8159, 4.4503], [-8.6411, -9.4462, 5.4124], [-8.6973, -10.3792, 6.6098], [-9.2136, -10.5269, 2.3290], [-9.1553, -12.2756, 2.6535], [-9.9779, -11.1867, 3.7732], [-6.9770, -11.2173, 3.1569], [-7.6724, -11.8815, 4.6204], [-9.6223, -9.3569, 4.9348], [-8.3750, -8.4430, 5.7593], [-8.9662, -11.3979, 6.3229], [-9.4387, -10.0267, 7.3318], [-7.7221, -10.4255, 7.1040], [-1.7646, 4.5268, -3.2655], [-2.3506, 5.7796, -3.8944], [-3.7360, 5.6656, -4.2044], [-4.6071, 5.4090, -3.1105], [-4.5679, 6.4857, -2.0394], [-1.9066, 3.6648, -3.9262], [-0.6943, 4.6576, -3.0822], [-2.2394, 4.2888, -2.3116], [-1.8350, 5.9725, -4.8389], [-2.1752, 6.6558, -3.2631], [-4.3980, 4.4216, -2.6853], [-5.6195, 5.3585, -3.5238], [-3.5789, 6.5760, -1.5857], [-5.2827, 6.2570, -1.2442], [-4.8211, 7.4601, -2.4680], [11.6530, 1.1717, -4.4944], [11.6348, -0.0081, -3.5368], [11.0878, -1.1928, -4.1044], [11.7546, -1.7101, -5.2487], [13.2062, -2.0760, -4.9902], [10.6439, 1.3884, -4.8516], [12.0484, 2.0603, -3.9962], [12.2750, 0.9760, -5.3707], [11.0055, 0.2455, -2.6792], [12.6345, -0.2069, -3.1375], [11.6672, -1.0090, -6.0852], [11.2102, -2.6123, -5.5448], [13.8009, -1.2088, -4.6965], [13.6566, -2.5029, -5.8904], [13.2769, -2.8100, -4.1818], [-12.4758, -7.0227, 9.6789], [-12.3176, -6.9830, 8.1677], [-12.0950, -8.2621, 7.5863], [-13.1165, -9.2326, 7.7829], [-14.4644, -8.8158, 7.2199], [-11.5916, -7.4709, 10.1441], [-12.6079, -6.0119, 10.0746], [-13.3404, -7.6153, 9.9831], [-11.4443, -6.3731, 7.9222], [-13.1761, -6.4966, 7.6946], [-13.1942, -9.4886, 8.8447], [-12.7855, -10.1412, 7.2702], [-14.8482, -7.9142, 7.7014], [-15.1991, -9.6123, 7.3642], [-14.3825, -8.6051, 6.1494]],
  "atomic_forces_ev_per_a": [[-4.05, 4.87, -0.04], [2.63, -5.39, 1.44], [2.37, -1.03, 0.74], [-1.36, 2.66, -0.68], [1.54, 0.70, -1.58], [0.84, 1.31, -0.78], [-0.39, 0.21, -0.74], [-0.53, -0.02, -0.11], [-0.02, -1.24, 1.85], [-1.00, -2.75, -2.70], [1.80, 3.74, 5.62], [0.91, 2.82, 4.99], [-1.83, -0.73, -4.64], [-0.59, -3.30, -3.60], [-0.81, -0.23, 1.16], [1.64, 2.99, -0.23], [0.65, -1.69, 0.44], [-0.96, -0.83, -0.99], [-0.22, 0.98, -0.83], [0.35, 0.22, 1.30], [-0.18, -1.22, -0.78], [-2.98, 1.32, 2.34], [-0.08, 1.35, 0.83], [1.86, -1.98, -2.39], [-0.68, 1.45, -0.23], [0.30, -1.15, -0.70], [0.87, -3.12, 1.22], [-0.92, 2.64, -0.50], [-0.86, -1.44, 0.06], [1.03, -0.47, -1.83], [-0.09, -0.17, 0.10], [0.32, -0.55, -0.23], [-0.89, -1.48, -0.80], [1.20, -1.24, 1.16], [-0.23, -1.46, 1.21], [0.61, 1.30, 1.24], [0.14, -0.93, -1.58], [-1.23, -1.28, 0.91], [0.57, 1.50, -0.85], [0.25, 0.72, 1.95], [-0.81, 1.87, -1.30], [-1.99, 0.81, -0.14], [0.99, -0.34, 0.19], [-0.87, -1.16, 0.78], [1.47, -0.04, 1.29], [-1.50, 0.17, -1.49], [-0.36, 0.00, 2.05], [-0.87, 1.32, -1.21], [1.44, -1.01, -1.12], [0.64, 0.73, 1.47], [-0.74, -0.11, -1.90], [1.83, -0.94, -0.54], [-0.81, 1.10, -1.26], [1.08, 0.96, 1.66], [0.06, 0.08, 0.10], [0.03, 0.20, 0.00], [-0.11, -0.08, 0.08], [-0.03, 0.00, -0.09], [-0.03, -0.15, -0.06], [0.03, -0.09, -0.10], [-0.05, 0.07, -0.02], [0.01, -0.08, -0.03], [-0.06, 0.21, -0.10], [0.11, -0.02, 0.00], [0.07, -0.04, -0.01], [-0.15, -0.21, 0.10], [0.08, 0.07, 0.02], [-0.07, -0.04, 0.01], [0.04, 0.10, 0.08], [-0.05, -0.03, 0.10], [0.00, -0.04, 0.12], [0.00, 0.15, 0.03], [-0.01, 0.00, -0.10], [0.04, -0.03, -0.16], [0.05, -0.05, -0.12], [0.04, 0.05, 0.06], [0.00, -0.05, -0.07], [0.20, 0.12, 0.12], [0.01, -0.09, 0.01], [0.00, -0.09, -0.02], [-0.21, 0.06, -0.16], [0.02, -0.03, 0.09], [-0.05, 0.05, -0.03], [-0.03, -0.03, 0.10], [0.05, -0.03, 0.15], [-0.07, -0.04, 0.11], [0.02, 0.17, 0.01], [-0.02, -0.02, -0.07], [0.02, -0.04, -0.15], [0.04, -0.05, -0.12], [0.05, 0.07, 0.05], [-0.07, -0.07, -0.07], [0.20, 0.13, 0.11], [0.01, -0.09, 0.02], [0.01, -0.09, -0.04], [-0.22, 0.07, -0.15], [0.03, -0.03, 0.10], [-0.06, 0.06, -0.04], [-0.03, -0.03, 0.11], [-0.12, 0.08, -0.03], [-0.10, 0.09, -0.01], [0.17, 0.07, -0.08], [-0.02, -0.05, 0.04], [0.05, -0.12, 0.07], [0.05, -0.11, 0.07], [0.04, 0.09, 0.03], [0.02, -0.08, 0.00], [0.02, 0.20, 0.14], [-0.08, -0.05, 0.03], [-0.04, -0.06, 0.05], [0.11, -0.12, -0.21], [-0.08, 0.04, 0.02], [0.05, 0.03, -0.09], [-0.09, 0.04, -0.04], [-0.02, -0.09, 0.00], [0.14, -0.13, 0.15], [-0.28, 0.02, -0.16], [0.13, 0.07, -0.06], [0.09, 0.12, 0.06], [0.05, 0.11, 0.03], [-0.08, -0.02, -0.04], [0.07, 0.07, 0.06], [-0.25, 0.01, -0.02], [0.03, -0.04, 0.08], [0.05, 0.02, 0.10], [0.19, 0.02, -0.16], [-0.06, -0.07, 0.05], [0.03, 0.00, -0.06], [-0.01, -0.10, 0.02], [0.12, -0.35, -0.38], [0.05, 0.17, -0.21], [-0.09, -0.19, 0.06], [-0.02, 0.09, 0.09], [0.12, 0.00, 0.11], [0.31, -0.05, 0.16], [-0.10, -0.11, -0.08], [0.18, -0.04, 0.08], [-0.10, -0.23, -0.10], [0.08, -0.01, -0.01], [0.09, 0.03, 0.00], [-0.09, 0.15, 0.19], [-0.01, -0.01, -0.10], [-0.05, 0.02, 0.06], [-0.03, 0.04, -0.10], [0.01, -0.12, 0.10], [-0.01, -0.04, 0.10], [0.16, -0.07, -0.10], [-0.02, 0.07, -0.02], [-0.06, 0.12, -0.07], [-0.08, 0.10, -0.07], [0.04, -0.09, -0.06], [-0.04, 0.09, 0.00], [-0.01, -0.22, -0.12], [-0.07, 0.00, 0.05], [-0.08, 0.04, 0.02], [0.16, 0.21, 0.03], [-0.03, -0.09, 0.05], [0.07, 0.05, -0.01], [0.00, -0.06, 0.10]],
  "energy_ha": -4023.86407,
  "total_charge": -1,
  "e_lumo_ev": 1.476,
  "mol_weight_g_mol": 1157.131,
  "largest_force_ev_per_a": 7.0
}